ORCA calculation (ωB97M-V/def2-TZVPD) on C9H27INO6S as an isolated structure in a non-equilibrium geometry.

Energy (eV): -42479.487
LUMO energy (eV): 2.3
Total charge: -1

Geometry (Å):
H -2.753 -0.856 -3.014
H 0.001 5.835 -4.749
H 0.295 4.180 -2.358
C 0.418 -0.649 -1.494
H 1.053 3.202 -4.535
H -3.530 0.498 -3.857
H 0.911 -0.184 7.746
O 1.499 0.255 5.183
O -0.183 -2.323 3.751
O -0.060 4.877 -4.906
H -3.848 -1.647 -5.128
C 0.072 0.129 7.115
H -1.475 0.979 -4.773
H 0.580 -1.022 -2.509
C 1.182 4.567 -2.871
O -1.482 0.432 -3.968
H -0.641 -0.398 -1.383
H 2.352 0.296 -1.326
H 1.982 4.674 -4.878
H 1.057 1.884 6.340
H 1.063 1.369 -1.924
H -2.848 -0.509 -6.062
O 2.084 -3.115 3.068
H 2.072 4.109 -2.431
H 0.582 -1.351 0.316
H 1.047 -0.538 4.848
C 1.293 0.558 -1.226
C 0.562 0.983 5.964
N -0.093 -3.527 1.386
C -2.893 -1.114 -5.151
C -2.730 -0.245 -3.921
H -0.647 0.677 7.729
C 1.105 4.279 -4.356
H 1.150 0.922 -0.204
H 1.212 5.645 -2.686
H 1.132 -5.618 4.424
H -0.474 -4.744 4.925
H -2.081 -1.846 -5.215
H -0.404 -0.784 6.744
C 0.189 -5.077 3.993
I 0.697 -5.065 0.262
H -0.269 1.289 5.321
S 0.563 -3.505 3.019
H -0.483 -5.830 3.374
O 0.737 -1.690 -0.582

Cartesian forces (eV/Å) of the 6 atoms listed first:
0.176 0.186 -0.079
-0.056 -0.550 -0.070
0.162 -0.051 -0.110
0.176 -0.226 0.560
-0.131 0.189 -0.074
-0.174 -0.115 0.058

Here are the natural (NBO) charges for atoms 1 to 2, given in e: H 0.190; H 0.457